P:
Density functional theory data (ωB97M-V with the def2-TZVPD basis set) for 2 unconnected molecules or ions with the total composition C9H14.

HOMO level   -8.95 eV
Spin multiplicity   1
Total charge   0
Gap between HOMO and LUMO   9.94 eV

Each atom is followed by the atoms it is bonded to, with distances in Å.
Cartesian coordinates (Å):
1 C -0.34728 2.57433 1.37148  C5 1.388, C7 1.381, H11 1.084
2 C -0.34380 1.62784 -1.19971  C8 1.389, C9 1.399, H17 1.085
3 C -0.43605 -3.89916 0.64275  C6 1.540, H10 1.093, H12 1.085, H21 1.089
4 C 1.86275 0.41779 -0.79402  C9 1.496, H14 1.086, H19 1.103, H22 1.084
5 C -1.32681 3.00225 0.48578  C1 1.388, C8 1.383, H20 1.081
6 C -0.38509 -2.58557 -0.15946  C3 1.540, H15 1.086, H16 1.090, H18 1.091
7 C 0.70943 1.79274 0.94625  C1 1.381, C9 1.405, H13 1.084
8 C -1.34764 2.50298 -0.80405  C2 1.389, C5 1.383, H23 1.082
9 C 0.70684 1.25861 -0.35329  C2 1.399, C4 1.496, C7 1.405
10 H -1.41572 -4.37148 0.53435  C3 1.093
11 H -0.34963 2.92752 2.39632  C1 1.084
12 H 0.41191 -4.49412 0.31913  C3 1.085
13 H 1.52659 1.44212 1.56669  C7 1.084
14 H 1.71935 -0.06123 -1.75756  C4 1.086
15 H -1.07442 -1.85505 0.25246  C6 1.086
16 H -0.53486 -2.77474 -1.22228  C6 1.090
17 H -0.39375 1.19138 -2.19170  C2 1.085
18 H 0.63273 -2.19449 -0.19145  C6 1.091
19 H 2.73900 1.07960 -0.89971  C4 1.103
20 H -2.11023 3.60449 0.92477  C5 1.081
21 H -0.41005 -3.72909 1.71852  C3 1.089
22 H 2.20949 -0.23111 0.00223  C4 1.084
23 H -2.04277 2.77441 -1.58751  C8 1.082



Q:
Density functional theory data (ωB97M-V with the def2-TZVPD basis set) for 2 unconnected molecules or ions with the total composition C9H14.

HOMO level   -8.59 eV
Spin multiplicity   1
Total charge   0
Gap between HOMO and LUMO   9.57 eV

Each atom is followed by the atoms it is bonded to, with distances in Å.
Cartesian coordinates (Å):
1 C 1.95963 -0.13398 2.21261  C9 1.463, H10 1.123, H15 1.105, H23 1.135
2 C 0.92635 -0.33801 -2.16234  C5 1.478, C8 1.390, H22 1.043
3 C -1.12959 -0.80183 -0.95917  C4 1.432, C7 1.536, C8 1.442
4 C -1.40661 0.58639 -1.17196  C3 1.432, C6 1.432, H13 1.145
5 C 0.55074 1.08925 -2.23293  C2 1.478, C6 1.338, H12 1.088
6 C -0.56160 1.61249 -1.70401  C4 1.432, C5 1.338, H11 1.048
7 C -2.28409 -1.30276 -0.07892  C3 1.536, H14 1.108, H20 1.049, H21 1.058
8 C 0.01754 -1.27820 -1.69165  C2 1.390, C3 1.442, H17 1.117
9 C 0.81372 0.70182 2.57090  C1 1.463, H16 1.078, H18 1.080, H19 1.129
10 H 2.09315 -0.49650 1.15764  C1 1.123
11 H -0.86606 2.61276 -1.78174  C6 1.048
12 H 1.18332 1.82536 -2.72433  C5 1.088
13 H -2.46671 0.88304 -0.85815  C4 1.145
14 H -2.66974 -2.14530 -0.68650  C7 1.108
15 H 2.99205 0.25920 2.23013  C1 1.105
16 H -0.16455 0.28041 2.40438  C9 1.078
17 H 0.28346 -2.36280 -1.69125  C8 1.117
18 H 0.89081 0.84924 3.63837  C9 1.080
19 H 0.88976 1.77417 2.22492  C9 1.129
20 H -2.11666 -1.58571 0.91701  C7 1.049
21 H -2.90569 -0.48083 0.16188  C7 1.058
22 H 1.87716 -0.45269 -2.57524  C2 1.043
23 H 2.09361 -1.09551 2.80036  C1 1.135



R:
Density functional theory data (ωB97M-V with the def2-TZVPD basis set) for 2 unconnected molecules or ions with the total composition C9H14.

HOMO level   -9.01 eV
Spin multiplicity   1
Total charge   0
Gap between HOMO and LUMO   10.00 eV

Each atom is followed by the atoms it is bonded to, with distances in Å.
Cartesian coordinates (Å):
1 C -2.02690 2.49352 -0.08175  C7 1.484, H11 1.109, H12 1.093, H16 1.101
2 C -0.33834 1.12288 1.05376  C7 1.367, C9 1.439, H10 1.073
3 C 0.31139 2.28600 -0.93367  C5 1.358, C7 1.400, H14 1.099
4 C -0.68548 -3.19330 0.09354  C6 1.527, H17 1.083, H19 1.083, H20 1.104
5 C 1.61576 1.94713 -0.76365  C3 1.358, C8 1.431, H23 1.090
6 C 0.74815 -3.35504 -0.40539  C4 1.527, H15 1.090, H18 1.093, H21 1.075
7 C -0.68158 1.86796 -0.04015  C1 1.484, C2 1.367, C3 1.400
8 C 1.92285 1.01357 0.27718  C5 1.431, C9 1.374, H22 1.086
9 C 0.98392 0.56860 1.17622  C2 1.439, C8 1.374, H13 1.072
10 H -1.04648 0.83879 1.80878  C2 1.073
11 H -2.14128 3.54385 0.25410  C1 1.109
12 H -2.79332 1.96490 0.49048  C1 1.093
13 H 1.09353 -0.15036 1.96347  C9 1.072
14 H 0.09029 3.04020 -1.70160  C3 1.099
15 H 1.10050 -2.53609 -1.03213  C6 1.090
16 H -2.44427 2.60556 -1.09403  C1 1.101
17 H -1.22996 -2.59072 -0.62295  C4 1.083
18 H 0.84414 -4.29975 -0.94749  C6 1.093
19 H -1.17122 -4.15580 0.19563  C4 1.083
20 H -0.76413 -2.64668 1.04948  C4 1.104
21 H 1.38106 -3.26945 0.45914  C6 1.075
22 H 2.87936 0.50225 0.22702  C8 1.086
23 H 2.35202 2.40199 -1.42599  C5 1.090



S:
Density functional theory data (ωB97M-V with the def2-TZVPD basis set) for 2 unconnected molecules or ions with the total composition C9H14.

HOMO level   -8.86 eV
Spin multiplicity   1
Total charge   0
Gap between HOMO and LUMO   9.90 eV

Each atom is followed by the atoms it is bonded to, with distances in Å.
Cartesian coordinates (Å):
1 C 0.49334 -1.52768 -0.57301  C2 1.457, C3 1.387, C4 1.422
2 C 1.82674 -1.94552 -0.98396  C1 1.457, H10 1.126, H14 1.138, H23 1.183
3 C -0.29515 -0.85292 -1.49296  C1 1.387, C5 1.427, H13 1.072
4 C 0.06086 -1.66398 0.77441  C1 1.422, C7 1.448, H18 0.999
5 C -1.61048 -0.50199 -1.06503  C3 1.427, C8 1.436, H21 1.186
6 C 0.39860 2.53006 1.32758  C9 1.557, H12 1.129, H15 1.126, H19 1.152
7 C -1.23630 -1.27828 1.28905  C4 1.448, C8 1.416, H17 1.143
8 C -2.05838 -0.71717 0.28241  C5 1.436, C7 1.416, H11 1.114
9 C 0.30515 2.37961 -0.21915  C6 1.557, H16 1.136, H20 1.065, H22 1.037
10 H 2.40404 -0.97983 -1.02714  C2 1.126
11 H -3.11046 -0.77624 0.64244  C8 1.114
12 H -0.49234 3.15361 1.62916  C6 1.129
13 H 0.02034 -0.50462 -2.45696  C3 1.072
14 H 2.09493 -2.71506 -0.18993  C2 1.138
15 H 1.27035 3.09590 1.76207  C6 1.126
16 H 0.57466 3.44506 -0.50787  C9 1.136
17 H -1.50689 -1.62258 2.34445  C7 1.143
18 H 0.67596 -2.08373 1.43980  C4 0.999
19 H 0.36623 1.58283 1.98293  C6 1.152
20 H -0.70427 2.21196 -0.51542  C9 1.065
21 H -2.40213 -0.45234 -1.94730  C5 1.186
22 H 1.01677 1.65786 -0.43791  C9 1.037
23 H 1.90842 -2.43494 -2.05767  C2 1.183



Most stable: P. Least stable: Q.



P:
Density functional theory data (ωB97M-V with the def2-TZVPD basis set) for 2 unconnected molecules or ions with the total composition C9H14.

HOMO level   -9.06 eV
Spin multiplicity   1
Total charge   0
Gap between HOMO and LUMO   10.07 eV

Each atom is followed by the atoms it is bonded to, with distances in Å.
Cartesian coordinates (Å):
1 C -0.29998 -1.08516 -1.28392  C8 1.331, C9 1.419, H11 1.072
2 C 2.45497 -0.04878 0.28988  C7 1.484, H15 1.128, H18 1.026, H23 1.161
3 C -1.98490 -0.36110 0.24600  C4 1.543, C5 1.442, C9 1.384
4 C -2.89816 -0.66317 1.45295  C3 1.543, H17 1.107, H19 1.163, H22 1.079
5 C -1.99545 0.91784 -0.42023  C3 1.442, C6 1.380, H10 1.030
6 C -1.06265 1.09281 -1.42140  C5 1.380, C8 1.430, H16 1.062
7 C 3.39659 1.01154 0.72837  C2 1.484, H12 1.110, H20 1.134, H21 1.103
8 C -0.15485 0.09155 -1.88957  C1 1.331, C6 1.430, H14 1.055
9 C -1.16237 -1.38218 -0.19702  C1 1.419, C3 1.384, H13 1.162
10 H -2.76066 1.54144 -0.12517  C5 1.030
11 H 0.25372 -1.96599 -1.54183  C1 1.072
12 H 3.38615 1.23828 1.81479  C7 1.110
13 H -1.41649 -2.48981 0.04522  C9 1.162
14 H 0.60638 0.39610 -2.55398  C8 1.055
15 H 1.39860 0.31110 0.45290  C2 1.128
16 H -1.05057 2.04816 -1.88594  C6 1.062
17 H -3.51157 0.25606 1.39518  C4 1.107
18 H 2.44925 -0.31407 -0.70156  C2 1.026
19 H -2.28759 -0.85414 2.42376  C4 1.163
20 H 3.15570 2.06963 0.39997  C7 1.134
21 H 4.43694 0.71151 0.51664  C7 1.103
22 H -3.48502 -1.54868 1.26595  C4 1.079
23 H 2.53194 -0.97295 0.98899  C2 1.161



Q:
Density functional theory data (ωB97M-V with the def2-TZVPD basis set) for 2 unconnected molecules or ions with the total composition C9H14.

HOMO level   -9.08 eV
Spin multiplicity   1
Total charge   0
Gap between HOMO and LUMO   10.10 eV

Each atom is followed by the atoms it is bonded to, with distances in Å.
Cartesian coordinates (Å):
1 C -0.90117 0.53208 2.51994  C2 1.485, C6 1.403, C9 1.378
2 C -1.10269 0.20894 3.95553  C1 1.485, H15 1.095, H19 1.089, H23 1.091
3 C -0.40982 1.14005 -0.18392  C4 1.377, C7 1.397, H14 1.085
4 C -0.26857 -0.15859 0.25009  C3 1.377, C9 1.416, H17 1.080
5 C 0.87407 -1.68495 -3.86580  C8 1.521, H10 1.091, H12 1.090, H21 1.094
6 C -0.95889 1.84871 2.03936  C1 1.403, C7 1.379, H13 1.086
7 C -0.68028 2.16460 0.72660  C3 1.397, C6 1.379, H18 1.082
8 C 1.87501 -0.94895 -2.98828  C5 1.521, H11 1.092, H20 1.094, H22 1.088
9 C -0.59765 -0.44558 1.59731  C1 1.378, C4 1.416, H16 1.086
10 H 1.43714 -2.12494 -4.68985  C5 1.091
11 H 1.49230 -0.37197 -2.14322  C8 1.092
12 H 0.26807 -2.46587 -3.40690  C5 1.090
13 H -1.21947 2.65615 2.71741  C6 1.086
14 H -0.03091 1.44146 -1.15490  C3 1.085
15 H -1.98799 0.74989 4.30651  C2 1.095
16 H -0.36612 -1.46127 1.90574  C9 1.086
17 H -0.03523 -1.01241 -0.36843  C4 1.080
18 H -0.79063 3.17476 0.35639  C7 1.082
19 H -1.28512 -0.85068 4.12865  C2 1.089
20 H 2.44255 -1.69484 -2.42486  C8 1.094
21 H 0.13066 -1.01916 -4.31407  C5 1.094
22 H 2.38084 -0.17317 -3.55846  C8 1.088
23 H -0.26611 0.49575 4.59517  C2 1.091



Most stable: Q. Least stable: P.



P:
Density functional theory data (ωB97M-V with the def2-TZVPD basis set) for 2 unconnected molecules or ions with the total composition C9H14.

HOMO level   -9.06 eV
Spin multiplicity   1
Total charge   0
Gap between HOMO and LUMO   10.10 eV

Each atom is followed by the atoms it is bonded to, with distances in Å.
Cartesian coordinates (Å):
1 C -0.82450 -0.65057 2.27773  C3 1.525, C8 1.388, C9 1.394
2 C -0.53695 -1.38431 -0.36016  C5 1.389, C6 1.380, H11 1.083
3 C -1.11359 -0.26475 3.72485  C1 1.525, H14 1.084, H18 1.087, H20 1.091
4 C 2.23153 1.57535 -2.79037  C7 1.541, H10 1.078, H17 1.086, H23 1.087
5 C -0.67546 -0.04450 -0.02211  C2 1.389, C8 1.398, H15 1.083
6 C -0.55049 -2.35258 0.62256  C2 1.380, C9 1.392, H13 1.074
7 C 0.77112 1.47083 -3.27113  C4 1.541, H12 1.083, H16 1.084, H22 1.087
8 C -0.76648 0.34871 1.31686  C1 1.388, C5 1.398, H19 1.084
9 C -0.68499 -2.00099 1.96280  C1 1.394, C6 1.392, H21 1.084
10 H 2.80117 0.71668 -3.10747  C4 1.078
11 H -0.39628 -1.55591 -1.42038  C2 1.083
12 H 0.63614 0.74722 -4.06562  C7 1.083
13 H -0.55120 -3.37762 0.30130  C6 1.074
14 H -1.45031 0.76544 3.76145  C3 1.084
15 H -0.60276 0.74692 -0.75726  C5 1.083
16 H 0.14163 1.24341 -2.41877  C7 1.084
17 H 2.27978 1.70671 -1.71368  C4 1.086
18 H -0.23757 -0.32736 4.36586  C3 1.087
19 H -0.85517 1.40119 1.55853  C8 1.084
20 H -1.90056 -0.88046 4.16373  C3 1.091
21 H -0.79109 -2.73154 2.75647  C9 1.084
22 H 0.36721 2.41372 -3.63034  C7 1.087
23 H 2.70882 2.43442 -3.25485  C4 1.087



Q:
Density functional theory data (ωB97M-V with the def2-TZVPD basis set) for a single C9H14 molecule.

HOMO level   -8.37 eV
Spin multiplicity   1
Total charge   0
Gap between HOMO and LUMO   9.34 eV

Each atom is followed by the atoms it is bonded to, with distances in Å.
Cartesian coordinates (Å):
1 C 1.40690 -0.49559 0.10772  C3 1.340, C5 1.513, C7 1.529
2 C -0.23467 1.39435 0.22161  C5 1.469, C6 1.543, C8 1.330
3 C 0.94436 -1.25904 -0.89128  C1 1.340, C9 1.566, H15 1.077
4 C -2.33079 -0.09469 1.05859  C8 1.502, H11 1.118, H13 1.093, H18 1.077
5 C 1.17715 0.99133 0.27136  C1 1.513, C2 1.469, H10 1.094, H12 1.100
6 C -1.40374 2.23244 -0.33584  C2 1.543, C8 1.510, H16 1.109, H20 1.160
7 C 2.05576 -1.14839 1.32878  C1 1.529, H17 1.109, H22 1.088, H23 1.096
8 C -1.46345 1.03739 0.58595  C2 1.330, C4 1.502, C6 1.510
9 C 0.05731 -0.81190 -2.10170  C3 1.566, H14 1.136, H19 1.145, H21 1.031
10 H 1.85457 1.47042 -0.44104  C5 1.094
11 H -2.88066 -0.46588 0.15888  C4 1.118
12 H 1.41056 1.32736 1.29206  C5 1.100
13 H -2.90847 0.43398 1.82072  C4 1.093
14 H 0.69733 -0.17042 -2.78702  C9 1.136
15 H 1.13652 -2.31784 -0.92157  C3 1.077
16 H -1.75084 2.14830 -1.38543  C6 1.109
17 H 1.87441 -0.58650 2.26756  C7 1.109
18 H -1.65366 -0.80815 1.49777  C4 1.077
19 H -0.44774 -1.69582 -2.62684  C9 1.145
20 H -1.59173 3.30962 0.05095  C6 1.160
21 H -0.70619 -0.19374 -1.78996  C9 1.031
22 H 3.13376 -1.28581 1.37110  C7 1.088
23 H 1.54933 -2.10753 1.48379  C7 1.096



Most stable: P. Least stable: Q.